Computed, not measured: 7 unconnected molecules or ions with the total composition C38H94Br2N6 in a non-equilibrium geometry, with the ωB97M-V functional and the def2-TZVPD basis.

Atoms and positions in Å:
N1 -2.3965 -2.7892 0.9292
H1 3.0544 -0.4011 3.4315
H2 4.2158 -1.4272 2.6476
C1 1.8174 -2.6424 -4.4537
H3 -3.5806 3.1480 5.1999
C2 -0.7101 0.2558 6.2327
H4 -1.2316 2.3135 4.8475
H5 -1.4842 -5.0885 -3.9820
H6 -3.3566 -5.0955 2.0302
H7 0.7707 -4.1806 -3.3845
H8 -2.7481 -3.9972 -0.7050
N2 3.7130 0.3118 1.6387
C3 7.0436 4.7153 -0.1471
C4 -3.0714 -3.8974 0.3428
H9 -4.1455 -3.6029 0.3241
C5 -0.3227 -3.2870 -0.3466
C6 0.5444 -3.3784 -4.1155
H10 -3.2980 3.6139 -2.4168
H11 -5.6469 -0.1390 -3.0159
C7 -2.3800 -4.7252 -5.9383
C8 4.4290 4.1617 -3.5952
H12 3.9429 1.2029 -0.8233
H13 -2.3492 -1.5301 2.6084
H14 -0.2826 -0.4872 -0.0455
H15 -0.1647 -2.6899 -3.5747
H16 -4.9613 3.1398 -1.9284
H17 -3.2894 2.1623 7.0044
H18 1.2107 -1.1066 2.1001
N3 4.8566 5.1912 -1.3795
H19 4.1154 3.2331 -1.6239
H20 3.8007 3.0339 3.5803
H21 1.4734 -1.7686 -4.9997
H22 -6.0255 -0.4867 -1.3624
H23 -0.1308 -4.7509 -7.0714
H24 -4.5623 1.3676 -4.1527
C9 -2.7774 0.2162 -4.2962
H25 5.7763 3.4174 -2.1398
C10 -0.2072 0.4532 -0.5496
H26 -5.1126 -2.4034 2.1094
H27 2.9032 4.3585 0.3240
H28 -2.7263 2.4844 -0.0500
H29 2.1518 -2.6233 2.2257
H30 7.4822 5.0449 0.7851
H31 0.5751 -1.3917 5.6999
C11 4.4697 -0.3152 0.5412
H32 5.5117 6.1139 0.2306
H33 3.1279 6.0470 -2.1492
H34 -3.0093 -3.0255 2.9499
H35 -3.3286 -0.6790 -4.0538
H36 1.4289 -4.3271 -6.3568
H37 -0.4177 -0.8065 4.3684
C12 2.1655 -1.6083 1.8526
H38 -2.0607 -0.0806 8.7040
H39 3.8493 -1.1215 0.1390
H40 -1.9569 0.8900 4.0614
C13 -3.0057 -2.2799 2.1744
Br1 -0.3857 1.7971 1.9577
C14 3.3054 -0.8078 2.4676
H41 -3.3722 -4.7434 -5.4987
C15 4.8655 0.6300 -0.5840
C16 4.4114 1.3207 2.3998
C17 0.4411 -4.7577 -6.1324
H42 3.1389 1.5066 4.0839
C18 -2.4042 1.5067 7.2397
C19 -2.1171 1.6250 4.8730
C20 -3.5027 1.4827 -3.8080
C21 5.5473 5.0805 -0.1428
H43 -0.5687 -4.3248 -0.5572
H44 2.1831 -1.6715 0.7498
H45 0.7294 -3.0859 -0.1951
C22 -2.9014 -5.2284 1.0825
H46 1.5487 1.1523 0.5624
H47 -3.3110 2.6705 3.5730
H48 5.6871 1.3203 -0.4675
H49 -3.5521 4.0550 -0.0221
H50 -3.3317 -6.0573 0.5446
H51 2.4669 -3.2920 -5.0240
H52 -1.6060 2.2886 7.4267
C23 4.7877 3.9053 -2.1650
H53 7.6033 5.3588 -0.8559
H54 2.2467 -2.2025 -3.4867
C24 3.4648 5.7196 -1.1580
N4 -2.0781 0.7600 6.0413
H55 0.0934 1.0453 6.0585
H56 -1.8869 -5.5022 1.3049
H57 -0.6392 -2.6275 -1.1712
H58 -0.6317 -3.6076 1.7814
C25 3.4270 2.1052 3.2486
H59 3.4463 4.6998 -3.5216
H60 -1.2442 0.7611 -0.7218
H61 -3.7835 0.3890 8.5531
H62 5.0708 4.3670 0.5314
N5 -0.2216 -3.8399 -5.2495
C26 -1.0037 -2.9345 0.9897
H63 -4.4785 -0.9059 2.6704
H64 5.3002 0.8944 2.9357
H65 -1.9180 -3.4242 -4.2109
H66 -3.5720 -0.5483 -1.9480
H67 2.1187 4.0440 -1.2834
H68 -4.1698 1.5155 4.6685
H69 1.5942 5.3598 -0.2934
C27 -5.5775 0.2735 -2.0424
C28 0.5830 -6.2118 -5.6973
C29 -3.4245 2.2896 4.5702
Br2 0.8542 0.1884 -2.1549
H70 -2.8221 0.2719 -5.3583
C30 2.4772 4.8223 -0.5784
C31 -3.8874 2.8717 -1.8465
H71 -4.0689 0.5518 -0.6553
H72 -0.4335 -6.6397 -5.6451
H73 0.6779 2.4683 -0.1422
H74 -4.5529 -1.2686 0.9578
H75 5.1709 4.7938 -4.1288
H76 -0.6559 -1.9976 1.4240
H77 4.8538 2.0550 1.6907
C32 0.5447 1.4598 0.3004
H78 -2.0882 -5.7114 -6.3234
H79 5.3510 -0.7786 0.9486
N6 -3.4891 1.5832 -2.3457
H80 3.5074 6.6571 -0.5584
H81 -2.7360 1.4698 9.4070
H82 -6.1361 1.2294 -1.9959
C33 -4.0942 0.3970 -1.7099
H83 2.6002 2.4216 2.5745
H84 -2.4094 -3.9911 -6.7706
H85 -3.0627 2.3668 -4.2887
H86 1.0069 -6.3660 -4.7213
H87 -0.5976 -0.0605 7.3128
H88 -1.1388 -1.6878 5.5310
C34 -0.3599 -0.9755 5.4262
C35 -1.5153 -4.2933 -4.7866
H89 7.3135 3.6796 -0.3136
C36 -2.7391 0.7800 8.5470
C37 -4.3582 -1.6770 1.9467
H90 1.1273 -6.7993 -6.4467
H91 -4.4594 2.7265 0.2342
H92 -1.7386 0.2167 -3.9571
H93 4.3702 3.2392 -4.1513
H94 5.0396 0.0880 -1.5541
C38 -3.6201 3.0153 -0.3712

Values from the calculation:
frontier orbital gap = 8.8 eV
2S+1 = 1
structure (SMILES) = CCN(CC)CC.CCN(CC)CC.CCN(CC)CC.CCN(CC)CC.CCN(CC)CC.CCN(CC)CC.BrCCBr
HOMO level = -0.299 hartree
relative energy (zero: lowest compared OMol25 entry of this formula, charge and spin) = 0.00 kcal per mole
lowest unoccupied orbital energy = 0.66 eV